Entry 1:
The following is a quantum chemistry calculation of one molecule with the formula C21H31N5S, from the Open Molecules 2025 dataset.

XYZ file:
```
58
Properties=species:S:1:pos:R:3:mulliken_charge:R:1
C -5.141 1.476 -3.014 -1.403
C -4.969 0.437 -1.910 -0.150
N -5.466 0.952 -0.643 0.115
C -5.934 -0.064 0.269 -1.139
C -4.797 -0.992 0.755 -0.773
N -3.595 -0.211 0.940 0.083
C -2.356 -0.644 0.589 0.704
C -2.084 -2.031 0.410 -0.112
C -0.830 -2.449 0.072 0.684
C -0.530 -3.905 -0.109 -2.022
C 0.194 -1.469 -0.090 1.129
C 1.517 -1.773 -0.442 -0.109
C 2.465 -0.780 -0.568 -0.587
N 3.766 -1.138 -0.947 -0.118
C 4.906 -0.381 -0.925 0.098
S 5.986 -0.604 -2.167 -0.410
N 5.126 0.462 0.107 0.297
C 4.564 0.225 1.425 -0.465
C 5.631 -0.167 2.448 -1.501
C 6.186 1.448 0.003 -0.701
C 5.731 2.830 0.462 -1.140
C 2.097 0.564 -0.367 -0.310
C 0.817 0.885 -0.016 -0.885
C -0.167 -0.114 0.138 -1.097
N -1.411 0.270 0.467 -0.370
C -3.824 1.189 1.215 -0.820
C -4.547 1.862 0.031 -0.863
H -4.842 1.055 -3.970 0.423
H -6.182 1.783 -3.071 0.334
H -4.534 2.356 -2.820 0.312
H -5.562 -0.445 -2.167 0.406
H -3.912 0.131 -1.855 0.130
H -6.705 -0.662 -0.223 0.407
H -6.398 0.445 1.118 0.387
H -5.089 -1.487 1.692 0.360
H -4.621 -1.759 -0.003 0.512
H -2.863 -2.758 0.573 0.439
H -1.419 -4.504 0.074 0.333
H 0.250 -4.222 0.582 0.405
H -0.185 -4.099 -1.123 0.390
H 1.804 -2.798 -0.625 0.471
H 3.823 -1.901 -1.610 0.331
H 4.030 1.117 1.766 0.406
H 3.843 -0.588 1.353 0.355
H 6.286 0.666 2.686 0.334
H 5.143 -0.489 3.364 0.437
H 6.233 -0.989 2.068 0.342
H 6.476 1.491 -1.049 0.429
H 7.063 1.130 0.574 0.356
H 6.510 3.553 0.233 0.426
H 4.825 3.125 -0.062 0.265
H 5.543 2.859 1.532 0.285
H 2.832 1.339 -0.519 0.611
H 0.522 1.912 0.132 0.499
H -4.428 1.261 2.125 0.288
H -2.856 1.657 1.386 0.455
H -3.809 2.216 -0.689 0.428
H -5.114 2.726 0.396 0.309
```

For the HOMO energy, the calculation gives -0.2689 Eh. The SMILES is CCN1CCN(c2cc(C)c3cc(NC(=S)N(CC)CC)ccc3n2)CC1. The frontier orbital gap is 7.7 eV. As for the energy relative to the best compared isomer or geometry (same formula, charge and spin): 14.19 kcal/mol. The calculation puts the electronic energy at -1490.79509 a.u.

Entry 2:
The following is a quantum chemistry calculation of C21H31N7O5PRbSe2 as an isolated structure, from the Open Molecules 2025 dataset.

XYZ file:
```
68
Properties=species:S:1:pos:R:3:mulliken_charge:R:1
Rb 0.248 1.012 -0.673 0.725
C -0.988 -0.994 3.723 -0.644
Se -0.638 0.604 2.676 0.124
C -2.468 1.270 2.618 -0.713
C -3.451 0.368 1.897 -0.600
Se -3.208 0.293 -0.032 0.044
C -3.934 2.059 -0.415 -0.851
H -1.407 -0.707 4.685 0.399
H -0.031 -1.488 3.875 0.331
H -1.657 -1.667 3.193 -0.195
H -2.398 2.252 2.149 0.309
H -2.788 1.416 3.651 0.422
H -4.474 0.714 2.059 0.468
H -3.390 -0.660 2.251 0.164
H -4.950 2.120 -0.033 0.349
H -3.943 2.182 -1.495 0.316
H -3.291 2.823 0.015 0.186
O 5.223 0.246 -0.923 -0.654
C 4.139 0.688 -0.632 0.466
O 3.017 0.373 -1.275 -0.115
C 3.921 1.693 0.463 0.182
C 5.023 2.341 0.998 -0.543
C 4.806 3.292 1.982 -0.288
C 3.511 3.536 2.399 -0.848
C 2.476 2.819 1.813 -0.430
N 2.668 1.919 0.855 0.262
H 6.010 2.102 0.630 0.442
H 5.636 3.839 2.410 0.429
H 3.293 4.278 3.155 0.413
H 1.450 2.984 2.123 0.580
N 0.643 -3.046 0.530 -0.342
C -0.572 -3.405 1.094 0.448
C -0.634 -4.203 2.240 -0.482
C -1.853 -4.494 2.830 -0.538
C -3.036 -3.995 2.301 -0.549
C -2.981 -3.207 1.158 -0.617
C -1.767 -2.917 0.557 -0.132
H 1.415 -3.649 0.768 0.252
H 0.616 -2.834 -0.462 0.265
H 0.284 -4.587 2.669 0.335
H -1.879 -5.113 3.718 0.362
H -3.986 -4.220 2.769 0.387
H -3.892 -2.806 0.730 0.441
H -1.725 -2.293 -0.329 0.337
O -1.090 3.423 -0.097 -0.305
N 0.027 3.944 -0.396 -0.339
C 0.358 5.060 0.229 0.526
C 1.638 5.620 -0.042 0.000
N 2.674 6.081 -0.249 -0.556
C -0.488 5.653 1.218 0.271
N -1.173 6.125 2.013 -0.529
N -2.051 -1.488 -4.366 -0.273
C -0.786 -2.187 -4.771 -0.839
P 0.419 -1.547 -3.491 1.283
O 0.507 -2.531 -2.379 -0.944
O -0.214 -0.182 -3.274 -1.010
C 2.040 -1.418 -4.308 -0.809
N 3.083 -1.544 -3.285 -0.652
H -1.635 -0.604 -3.890 0.293
H -2.545 -2.009 -3.642 0.320
H -2.689 -1.289 -5.130 0.354
H -0.533 -1.857 -5.776 0.392
H -0.913 -3.265 -4.743 0.373
H 2.115 -0.446 -4.797 0.310
H 2.092 -2.200 -5.078 0.431
H 2.931 -2.397 -2.754 0.226
H 3.192 -0.285 -2.004 0.332
H 4.003 -1.593 -3.705 0.248
```

For the HOMO energy, the calculation gives -0.2847 Eh. The frontier orbital gap is 6.9 eV. As for the energy relative to the best compared isomer or geometry (same formula, charge and spin): 14.34 kcal/mol. The calculation puts the electronic energy at -6746.67398 a.u.

Entry 3:
The following is a quantum chemistry calculation of a 2-piece molecular cluster, C21H31NO4 overall at a distorted geometry, from the Open Molecules 2025 dataset.

XYZ file:
```
57
Properties=species:S:1:pos:R:3:mulliken_charge:R:1
C 4.312 1.965 -1.977 -1.243
C 3.966 0.563 -1.571 -0.161
O 2.521 0.484 -1.697 -0.265
C 1.980 -0.649 -1.211 0.848
C 0.531 -0.781 -1.344 0.804
C 0.003 -2.105 -1.885 0.347
C -0.265 -2.989 -0.690 -1.018
C 0.901 -2.837 -2.884 -1.734
C -0.234 0.430 -1.621 -0.287
O 0.144 1.591 -1.662 -0.677
O -1.535 0.070 -1.813 -0.390
C -2.463 1.139 -2.125 -0.431
C -2.641 2.109 -0.997 -0.473
O 2.667 -1.517 -0.668 -0.673
H 5.390 2.124 -1.891 0.416
H 4.022 2.146 -3.016 0.325
H 3.801 2.694 -1.340 0.242
H 4.428 -0.180 -2.239 0.352
H 4.263 0.357 -0.534 0.255
H -0.946 -1.866 -2.386 0.440
H -1.004 -2.488 -0.058 -0.166
H -0.651 -3.965 -1.007 0.534
H 0.671 -3.117 -0.131 0.256
H 1.012 -2.269 -3.814 0.387
H 1.883 -3.032 -2.442 0.303
H 0.438 -3.800 -3.139 0.470
H -2.091 1.664 -3.014 0.314
H -3.390 0.610 -2.358 0.353
H -3.452 2.797 -1.244 0.500
H -2.887 1.601 -0.058 -0.179
H -1.723 2.691 -0.878 0.187
C -3.730 -2.811 2.613 -0.835
N -3.096 -1.514 2.410 0.104
C -3.834 -0.333 2.839 -0.856
C -1.861 -1.436 1.914 -0.878
C -1.216 -0.246 1.537 -0.352
C 0.080 -0.178 1.016 -0.590
C 0.909 1.003 1.254 0.796
C 2.304 0.886 1.431 -0.369
C 3.094 1.990 1.734 -0.564
C 2.512 3.256 1.881 -0.555
C 1.126 3.391 1.740 -0.853
C 0.335 2.277 1.458 -0.269
H -4.679 -2.658 3.133 0.268
H -3.923 -3.310 1.651 0.303
H -3.085 -3.469 3.213 0.321
H -4.801 -0.675 3.224 0.315
H -3.301 0.206 3.636 0.316
H -4.004 0.360 2.001 0.251
H -1.323 -2.394 1.840 0.536
H -1.728 0.685 1.802 0.324
H 0.612 -1.110 0.835 1.140
H 2.753 -0.107 1.350 0.453
H 4.170 1.861 1.851 0.410
H 3.133 4.125 2.111 0.371
H 0.650 4.367 1.848 0.402
H -0.747 2.393 1.374 0.176
```

For the HOMO energy, the calculation gives -0.2509 Eh. The frontier orbital gap is 6.1 eV. As for the energy relative to the best compared isomer or geometry (same formula, charge and spin): 81.74 kcal/mol. The calculation puts the electronic energy at -1174.42521 a.u.

Entry 4:
The following is a quantum chemistry calculation of C21H32AsN4NiO2SSi2 as an isolated structure at a distorted geometry, from the Open Molecules 2025 dataset.

XYZ file:
```
64
Properties=species:S:1:pos:R:3:mulliken_charge:R:1
Ni 0.916 -0.773 0.017 -0.852
N 5.027 -0.047 -1.356 -0.427
C 3.779 -0.234 -0.816 0.495
S 2.784 -1.439 -1.518 -0.514
N 3.481 0.564 0.192 -1.461
N 2.304 0.333 0.762 1.872
C 1.992 1.052 1.798 -0.662
C 0.785 0.719 2.489 0.666
C 0.467 1.196 3.769 -0.964
C -0.642 0.705 4.417 -0.348
C -1.430 -0.259 3.788 -1.146
C -1.080 -0.646 2.509 -0.209
N -0.028 -0.165 1.862 0.633
H 5.120 -0.411 -2.288 0.234
H 5.430 0.866 -1.200 0.282
H 2.668 1.827 2.144 0.322
H 1.122 1.922 4.234 0.456
H -0.898 1.045 5.412 0.401
H -2.300 -0.672 4.278 0.432
H -1.687 -1.359 1.957 0.401
C 0.432 -4.282 2.597 -1.838
C 0.466 -3.547 1.268 0.891
O 1.227 -2.589 1.167 -0.522
C -0.380 -4.027 0.191 0.650
C -0.803 -5.366 0.149 -0.444
C -1.567 -5.852 -0.883 -0.799
C -1.962 -4.979 -1.909 -0.340
C -1.594 -3.661 -1.892 -0.826
C -0.781 -3.124 -0.848 -0.147
O -0.516 -1.873 -0.854 0.395
H 0.876 -3.639 3.354 0.369
H 1.021 -5.199 2.532 0.458
H -0.586 -4.546 2.881 0.416
H -0.489 -6.039 0.939 0.325
H -1.858 -6.895 -0.907 0.359
H -2.571 -5.353 -2.725 0.391
H -1.887 -2.972 -2.674 0.434
C 0.293 3.681 -3.406 -1.268
Si 1.021 2.915 -1.808 0.464
C 2.895 2.866 -2.146 -1.136
C 0.761 4.286 -0.505 -1.204
As 0.162 0.731 -1.699 -0.101
Si -1.894 1.355 -0.760 0.710
C -1.821 2.440 0.821 -1.149
C -2.801 2.476 -2.023 -1.322
C -3.169 -0.010 -0.387 -0.966
H 0.922 4.491 -3.787 0.379
H -0.709 4.082 -3.233 0.305
H 0.213 2.910 -4.175 0.320
H 3.260 3.803 -2.576 0.453
H 3.109 2.058 -2.852 0.282
H 3.454 2.662 -1.232 0.247
H 1.142 5.243 -0.874 0.415
H 1.271 4.061 0.436 0.270
H -0.302 4.413 -0.287 0.305
H -2.398 3.358 0.686 0.488
H -0.790 2.719 1.046 -0.005
H -2.219 1.916 1.693 0.431
H -2.419 3.499 -1.976 0.257
H -3.876 2.511 -1.814 0.384
H -2.658 2.114 -3.043 0.319
H -2.683 -0.903 0.007 -0.059
H -3.708 -0.302 -1.291 0.401
H -3.895 0.344 0.350 0.396
```

For the HOMO energy (alpha / beta), the calculation gives -0.1216 / -0.1475 Eh. As for the spin multiplicity: 3. The frontier orbital gap (alpha / beta) is 5.6 / 6.3 eV. The charge is -1. As for the energy relative to the best compared isomer or geometry (same formula, charge and spin): 0.00 kcal/mol. The calculation puts the electronic energy at -5910.35517 a.u.